Version a
This record from OMol25 describes a cluster of 2 separate species, C9H14NO in total. The level of theory is ωB97M-V/def2-TZVPD.

Geometry (Å):
1 C -2.4671 0.8071 -2.6174
2 C -2.6888 -0.2734 -1.9252
3 C -1.8539 1.8209 -1.8390
4 C -1.5974 1.2567 -0.6392
5 C 1.3553 -0.9943 -0.0024
6 C 1.5747 -0.2999 1.2890
7 C 0.2895 -1.0413 0.9937
8 C -1.5912 3.2152 -2.3021
9 C 2.3780 -0.9624 2.3685
10 N -0.8838 -1.3872 1.4527
11 O -2.1288 0.0610 -0.5084
12 H -2.5885 0.9697 -3.6199
13 H -3.1030 -1.2616 -2.2681
14 H 1.2956 -0.2888 -0.8267
15 H 1.8537 -1.8380 -0.3402
16 H 1.5513 0.7604 1.0578
17 H -1.1223 3.2955 -3.3470
18 H -2.5802 3.6619 -2.5729
19 H -1.1123 3.8711 -1.4748
20 H 2.1032 -0.4677 3.2975
21 H 3.5308 -0.9365 2.3051
22 H 2.0712 -2.0721 2.3433
23 H -1.0622 1.7482 0.2189
24 H -0.8718 -1.3323 2.4423
25 H -1.2944 -2.1782 0.9293

Properties
HOMO level = -11.5 eV
Orbital gap = 6.789 eV
Charge = +1

***

Version b
This record from OMol25 describes the ion C9H14NO with charge +1. The level of theory is ωB97M-V/def2-TZVPD.

Geometry (Å):
1 C 2.0917 -0.6945 1.2124
2 C 1.7734 0.6901 1.1487
3 C 2.1172 -1.3967 0.0079
4 C 1.3831 1.2905 -0.0698
5 C 1.9255 -0.7639 -1.2082
6 C 1.6039 0.5785 -1.2276
7 C -1.4346 -1.5808 0.0336
8 C -3.0066 0.2865 -0.1166
9 C -0.2413 1.6018 0.2039
10 N -1.6227 -0.1734 -0.1624
11 O -0.8513 0.5634 0.6674
12 H 2.3790 -1.2472 2.0878
13 H 1.6867 1.3268 2.0316
14 H 2.0725 -2.5209 -0.0100
15 H 1.6730 2.3791 -0.1953
16 H 2.2458 -1.1484 -2.1188
17 H -2.2607 -1.9490 -0.3751
18 H -0.4936 -2.0331 -0.5288
19 H -1.3320 -1.7562 1.0919
20 H -2.9844 1.3777 -0.2989
21 H -3.4990 -0.3246 -0.9708
22 H -3.5130 0.1350 0.8702
23 H -0.6352 1.9043 -0.7543
24 H 1.2801 0.9826 -2.1576
25 H -0.3574 2.4723 0.8384

Properties
HOMO level = -12.5 eV
Orbital gap = 6.799 eV
Charge = +1

***

Which of them is least stable? Easy: version b.

***

Version a
This record from OMol25 describes a cluster of 2 separate species, C3H11N4 in total. The level of theory is ωB97M-V/def2-TZVPD.

Geometry (Å):
1 C -1.4508 -0.0706 -0.5028
2 C 1.4001 -0.6307 0.6466
3 C 0.9716 0.6435 -0.0064
4 N -2.5259 0.4020 0.0927
5 N 0.9883 -1.8204 -0.1378
6 N 1.1443 0.6588 -1.3368
7 N 0.4426 1.6886 0.6865
8 H -1.5459 -0.2141 -1.5453
9 H 2.4313 -0.5999 0.6236
10 H 1.0861 -0.7213 1.7857
11 H -3.4924 0.5716 -0.3136
12 H -0.0703 -1.7423 -0.1196
13 H 1.3674 -2.6716 0.4318
14 H 0.8135 1.4823 -1.8496
15 H 1.4721 -0.0884 -1.9220
16 H -2.6269 0.5352 1.1391
17 H 0.3738 1.6703 1.7076
18 H 0.3466 2.4702 0.1600

Properties
HOMO level (alpha / beta) = -9.9 / -13.9 eV
Orbital gap (alpha / beta) = 6.625 / 8.980 eV
2S+1 = 3
Charge = +1

***

Version b
This record from OMol25 describes a cluster of 2 separate species, C3H11N4 in total. The level of theory is ωB97M-V/def2-TZVPD.

Geometry (Å):
1 C -1.3213 -1.6523 -0.6529
2 C 1.6398 1.0353 1.1212
3 C -0.0145 2.5148 0.1965
4 N -1.0864 -0.4118 -0.6117
5 N -0.9296 -2.7392 -0.8800
6 N 0.7525 1.2996 0.0072
7 N -0.9933 -4.0578 -0.6476
8 H 2.2115 1.9190 1.3231
9 H 1.1229 0.6565 2.0612
10 H 2.3425 0.1750 0.9478
11 H -0.3317 2.9689 -0.6929
12 H -0.7408 2.2005 0.8637
13 H 0.6296 3.2562 0.7066
14 H 0.0259 0.5838 -0.1421
15 H 1.4031 1.2519 -0.7794
16 H -1.7658 0.0644 -1.1973
17 H -1.7619 -4.4160 -0.0954
18 H -1.1826 -4.6488 -1.5279

Properties
HOMO level (alpha / beta) = -9.2 / -13.5 eV
Orbital gap (alpha / beta) = 6.670 / 6.886 eV
2S+1 = 3
Charge = +1

***

Which of them is least stable? Easy: version b.

***

Version a
This record from OMol25 describes a cluster of 2 separate species, CH4FNS2 in total. The level of theory is ωB97M-V/def2-TZVPD.

Geometry (Å):
1 C -0.9458 0.7433 -0.3151
2 N 0.0347 0.2897 -1.3722
3 S -0.4933 -0.9116 -2.3059
4 S 1.4750 1.0139 -1.4282
5 H -1.9308 0.5642 -0.7698
6 H -0.8500 0.1133 0.5769
7 H -0.7444 1.8285 0.0225
8 F 1.8058 -1.9563 2.3584
9 H 1.6488 -1.6850 3.2335

Properties
HOMO level = -8.8 eV
Orbital gap = 7.164 eV
Charge = 0
SMILES string = C[N+](=S)[S-].F

***

Version b
This record from OMol25 describes a cluster of 2 separate species, CH4FNS2 in total. The level of theory is ωB97M-V/def2-TZVPD.

Geometry (Å):
1 C 0.5491 -0.2823 -1.0729
2 N -0.5586 -0.1593 -0.2104
3 F -1.2244 2.3970 0.1512
4 S 0.6415 -1.1817 2.0798
5 S -1.7062 0.7527 0.0741
6 H 0.2508 -0.0274 -2.0955
7 H 1.3611 0.3867 -0.7723
8 H 0.9048 -1.3113 -1.0444
9 H -0.2181 -0.5745 2.8903

Properties
HOMO level (alpha / beta) = -8.6 / -9.7 eV
Orbital gap (alpha / beta) = 6.734 / 8.504 eV
Charge = 0

***

Which of them is least stable? Easy: version b.